i | # C8H15N2

The ion C8H15N2 with charge +1 (wB97M-V/def2-TZVPD, OMol25).

Values from the calculation:
E_LUMO = -3.39 eV
HOMO = -12.54 eV
total charge = +1
structure (SMILES) = CN1C[C@@]12CCC=C[NH2+]C2
multiplicity = 1

Cartesian coordinates (Å):
C1 -1.649 -2.302 -0.866
N1 -0.920 -1.139 -1.211
C2 0.465 -1.004 -1.390
C3 -0.344 -0.270 -0.287
C4 -0.856 1.162 -0.438
C5 0.398 2.131 -0.776
C6 1.571 1.816 -0.004
C7 1.629 1.225 1.181
N2 0.533 0.455 1.923
C8 -0.053 -0.700 1.149
H1 -1.179 -3.052 -0.179
H2 -2.558 -1.922 -0.329
H3 -2.099 -2.806 -1.838
H4 1.199 -1.816 -0.973
H5 0.842 -0.554 -2.408
H6 -1.251 1.473 0.571
H7 -1.808 1.207 -1.108
H8 0.430 2.204 -1.831
H9 0.064 3.155 -0.420
H10 2.363 2.406 -0.416
H11 2.700 0.948 1.560
H12 1.090 0.238 2.867
H13 -0.283 1.079 2.116
H14 -0.959 -1.048 1.755
H15 0.659 -1.611 1.082

Results of the natural (NBO) charge analysis, in e, for atoms 1 through 8:
1. C -0.432
2. N -0.412
3. C -0.220
4. C 0.051
5. C -0.399
6. C -0.465
7. C -0.112
8. C -0.120

ii | # C8H15N2

The ion C8H15N2 with charge +1 (wB97M-V/def2-TZVPD, OMol25).

Values from the calculation:
E_LUMO = -3.14 eV
HOMO = -12.83 eV
total charge = +1
structure (SMILES) = C=C1CCC[C@@](N)([NH3+])C1=C
multiplicity = 1

Cartesian coordinates (Å):
C1 -2.512 -0.949 0.398
C2 -1.456 -0.281 -0.112
C3 -1.602 1.026 -0.849
C4 -0.530 1.939 -0.278
C5 0.875 1.338 -0.531
C6 1.086 -0.042 -0.083
N1 2.332 -0.564 -0.367
N2 1.102 0.011 1.547
C7 -0.126 -0.943 -0.240
C8 0.047 -2.252 -0.505
H1 -3.471 -0.675 0.561
H2 -2.400 -1.985 0.748
H3 -1.282 0.959 -1.849
H4 -2.544 1.461 -0.464
H5 -0.571 2.972 -0.565
H6 -0.826 2.028 0.746
H7 1.155 1.316 -1.523
H8 1.637 1.894 0.107
H9 2.861 -0.393 -1.227
H10 2.590 -1.468 0.014
H11 0.273 -0.195 2.004
H12 1.297 1.015 1.922
H13 1.747 -0.709 1.929
H14 1.021 -2.624 -0.565
H15 -0.700 -2.879 -0.817

Results of the natural (NBO) charge analysis, in e, for atoms 1 through 8:
1. C -0.313
2. C -0.064
3. C -0.438
4. C -0.393
5. C -0.439
6. C 0.348
7. N -0.867
8. N -0.732

Here is how they stack up, most stable first: ii, i.

i | # CH7N6

A cluster of 2 separate species, CH7N6 in total (wB97M-V/def2-TZVPD, OMol25).

Values from the calculation:
E_LUMO = -4.83 eV
HOMO = -12.96 eV
total charge = +1
multiplicity = 1

Cartesian coordinates (Å):
C1 3.638 1.062 0.137
N1 1.372 0.306 -0.380
N2 1.641 -0.834 0.064
N3 3.801 -0.112 0.305
N4 2.942 -1.045 0.499
N5 0.106 0.619 -0.638
N6 -2.097 -0.306 0.145
H1 -3.025 -0.034 -0.319
H2 3.108 -2.047 0.731
H3 3.543 2.002 -0.294
H4 -0.018 1.541 -1.006
H5 -1.894 0.268 1.008
H6 -0.875 -0.013 -0.574
H7 -2.172 -1.252 0.248

Results of the natural (NBO) charge analysis, in e, for atoms 1 through 8:
1. C 0.319
2. N -0.008
3. N -0.095
4. N -0.102
5. N -0.223
6. N -0.608
7. N -1.034
8. H 0.409

ii | # CH7N6

The ion CH7N6 with charge +1 (wB97M-V/def2-TZVPD, OMol25).

Values from the calculation:
E_LUMO (alpha / beta) = -4.88 / -4.88 eV
HOMO (alpha / beta) = -13.81 / -13.81 eV
total charge = +1
structure (SMILES) = NN[C@@H]1N=[NH+]NN1
multiplicity = 1

Cartesian coordinates (Å):
N1 -1.313 -0.718 -0.376
N2 -0.014 -1.068 -0.827
C1 1.036 -0.401 -0.132
N3 0.826 -0.441 1.298
N4 0.356 0.674 1.613
N5 0.429 1.606 0.682
N6 1.031 1.047 -0.431
H1 -1.688 -1.406 0.277
H2 -1.935 -0.707 -1.180
H3 0.151 -2.047 -1.037
H4 2.048 -0.958 -0.465
H5 -0.004 0.864 2.550
H6 -0.032 2.507 0.676
H7 0.591 1.269 -1.321

Results of the natural (NBO) charge analysis, in e, for atoms 1 through 8:
1. N -0.699
2. N -0.474
3. C 0.179
4. N -0.126
5. N 0.011
6. N -0.188
7. N -0.421
8. H 0.363

Here is how they stack up, most stable first: ii, i.

i | # C7H13NO

An isolated molecule of C7H13NO (wB97M-V/def2-TZVPD, OMol25).

Values from the calculation:
E_LUMO = 0.80 eV
HOMO = -8.46 eV
structure (SMILES) = C=C[C@@](N)(O)C=C(C)C
multiplicity = 1

Cartesian coordinates (Å):
C1 -1.130 -0.433 1.824
C2 -0.776 0.534 0.992
C3 0.637 1.092 0.739
N1 0.496 2.520 0.589
O1 1.595 0.830 1.745
C4 0.804 0.554 -0.670
C5 0.175 -0.570 -1.058
C6 -0.576 -0.591 -2.359
C7 0.269 -1.895 -0.359
H1 -0.423 -0.991 2.418
H2 -2.165 -0.709 1.949
H3 -1.523 1.101 0.455
H4 1.408 2.932 0.419
H5 0.131 2.924 1.446
H6 1.661 -0.121 1.881
H7 0.906 1.354 -1.394
H8 -0.771 0.421 -2.703
H9 -0.061 -1.136 -3.152
H10 -1.526 -1.095 -2.182
H11 0.930 -1.856 0.501
H12 0.655 -2.642 -1.056
H13 -0.716 -2.224 -0.022

Results of the natural (NBO) charge analysis, in e, for atoms 1 through 8:
1. C -0.453
2. C -0.179
3. C 0.304
4. N -0.824
5. O -0.713
6. C -0.248
7. C 0.092
8. C -0.651

ii | # C7H13NO

A cluster of 3 separate species, C7H13NO in total (wB97M-V/def2-TZVPD, OMol25).

Values from the calculation:
E_LUMO (alpha / beta) = 0.83 / 0.84 eV
HOMO (alpha / beta) = -6.43 / -6.12 eV
multiplicity = 1

Cartesian coordinates (Å):
C1 2.475 -0.432 -0.512
C2 0.334 1.941 -0.397
C3 -2.609 -0.002 1.521
C4 0.306 0.493 -0.322
C5 -2.105 -0.185 0.134
N1 2.901 -1.702 -0.064
C6 0.084 -0.696 -0.143
C7 -2.832 -0.276 -0.965
O1 3.052 0.596 0.222
H1 3.959 0.335 0.457
H2 2.596 -0.326 -1.592
H3 2.691 -2.454 -0.706
H4 2.579 -1.930 0.872
H5 0.068 -1.759 -0.075
H6 0.134 2.281 -1.415
H7 -0.429 2.358 0.263
H8 1.321 2.293 -0.091
H9 -2.253 -0.802 2.178
H10 -2.249 0.937 1.954
H11 -3.709 0.006 1.572
H12 -2.388 -0.355 -1.953
H13 -3.927 -0.322 -0.939

Results of the natural (NBO) charge analysis, in e, for atoms 1 through 8:
1. C 0.248
2. C -0.713
3. C -0.703
4. C 0.137
5. C 0.029
6. N -0.869
7. C -0.197
8. C -0.526

iii | # C7H13NO

A structure of composition C7H13NO (wB97M-V/def2-TZVPD, OMol25).

Values from the calculation:
E_LUMO = 0.65 eV
HOMO = -9.26 eV
multiplicity = 1

Cartesian coordinates (Å):
C1 -0.881 -0.074 2.245
C2 -0.232 -0.786 1.083
C3 -0.752 -0.710 -0.322
C4 -1.957 0.096 -0.740
C5 0.575 -0.033 0.033
C6 0.702 1.480 0.050
C7 1.775 -0.709 -0.463
N1 2.403 -1.732 -0.616
H1 -1.381 0.858 1.957
H2 -1.641 -0.726 2.698
H3 -0.138 0.168 3.018
H4 0.209 -1.748 1.351
H5 -0.635 -1.633 -0.895
H6 -2.091 1.008 -0.146
H7 -1.877 0.386 -1.797
H8 -2.867 -0.510 -0.622
H9 0.777 1.893 -0.966
H10 -0.172 1.943 0.520
H11 1.586 1.793 0.621
O1 1.976 -0.290 -2.482
H12 2.061 0.666 -2.409
H13 2.559 -1.339 -2.119

Results of the natural (NBO) charge analysis, in e, for atoms 1 through 8:
1. C -0.616
2. C -0.183
3. C -0.178
4. C -0.618
5. C -0.198
6. C -0.598
7. C 0.492
8. N -0.520

Here is how they stack up, most stable first: i, iii, ii.